A structure of composition C4H6N2. Source: the OMol25 dataset; level of theory: ωB97M-V with the def2-TZVPD basis set.

Last column: Mulliken charge in e.
Atoms and positions in Å:
C -1.2436 0.2200 0.9489  -0.812
N 0.0444 0.5377 0.3359  -0.343
C 0.1094 0.5450 -1.1125  -0.551
C 0.7687 -0.5034 -0.3462  0.287
C 2.4560 -0.8450 0.7308  -0.066
N 2.2784 -0.4590 -0.3922  -0.372
H -1.1011 -0.1593 1.9650  0.290
H -1.8514 -0.5084 0.3861  0.319
H -1.8343 1.1402 1.0242  0.284
H 0.7719 1.2961 -1.5224  0.257
H -0.7391 0.2293 -1.7096  0.272
H 0.3790 -1.5093 -0.3035  0.433

Properties
Strongest force on any atom: 0.03165 Eh/bohr
LUMO level: 0.85 eV
Gap between HOMO and LUMO: 10.67 eV
E_tot: -265.3914 hartree
Energy relative to the best compared isomer or geometry (same formula, charge and spin): 90.5 kcal/mol

---

A cluster of 10 separate species, C53H104ClNO16 in total. Source: the OMol25 dataset; level of theory: ωB97M-V with the def2-TZVPD basis set.

Last column: Mulliken charge in e.
Atoms and positions in Å:
C -2.5284 0.7095 1.2110  -0.844
C -1.4219 0.2672 1.0789  -0.855
C -0.0859 -0.3279 0.9613  1.926
C 0.9331 0.7459 0.4874  -2.139
C 0.3332 1.9045 -0.3001  0.353
C 1.4426 2.7459 -0.9571  -1.753
C 2.0009 2.1679 -2.2729  0.591
C 1.2030 2.7174 -3.5095  0.312
C 0.5034 1.5851 -4.2995  1.371
C 1.1419 1.3261 -5.6961  -1.273
C 1.6056 -0.1408 -5.9302  -0.136
C 2.9985 -0.2931 -6.5577  -0.538
O 4.0418 -0.5988 -5.6450  -0.425
C 4.1244 0.3023 -4.5596  -0.171
O 0.0126 -1.4178 0.0485  0.687
C -0.8634 -2.5248 0.2002  1.416
C -1.1998 -2.9048 1.6512  -1.411
O -0.1304 -3.5593 2.3140  -0.484
C 0.5410 -2.8240 3.3212  -0.758
C 1.9239 -2.4656 2.8016  0.103
O 2.7122 -1.9081 3.8360  -0.226
C 4.0860 -1.9584 3.5135  -0.677
C 4.4828 -0.9793 2.4138  -0.079
O 5.8493 -0.6483 2.5763  -0.434
C 6.5948 -0.6332 1.3680  -0.229
C 7.2339 -1.9725 1.0642  -1.064
C -0.1246 -3.7505 -0.3987  -2.952
C 0.2576 -3.7159 -1.8854  0.626
O 0.4938 -5.0931 -2.2757  -0.673
C 1.5631 -2.9540 -2.1814  -1.155
N 1.3959 -1.5586 -2.6006  -0.279
C -2.2027 -2.4007 -0.6098  -0.774
Cl -2.0751 -1.1306 -1.9004  -0.232
O -3.2718 -2.0765 0.2108  0.309
C -4.5125 -2.4542 -0.3751  -1.130
H -3.5192 1.0396 1.4149  0.770
H 0.2042 -0.5990 1.9784  -0.279
H 1.7602 0.2745 -0.0460  0.399
H 1.3675 1.1753 1.3960  0.414
H -0.1828 2.5756 0.3861  0.514
H -0.3651 1.5643 -1.0688  -0.097
H 2.2712 2.7796 -0.2343  0.546
H 1.1189 3.7763 -1.0920  0.297
H 3.0358 2.5122 -2.3346  0.566
H 1.9814 1.0793 -2.2599  -0.752
H 1.9312 3.2307 -4.1182  0.270
H 0.4910 3.4488 -3.1332  -0.556
H -0.5280 1.8996 -4.4754  0.207
H 0.4598 0.6612 -3.7233  -1.033
H 1.9913 1.9889 -5.8486  0.528
H 0.3710 1.5397 -6.4358  0.436
H 1.6127 -0.6852 -4.9838  0.046
H 0.8855 -0.6244 -6.5911  0.502
H 3.2788 0.5980 -7.1380  0.314
H 2.9632 -1.1349 -7.2490  0.064
H 3.4092 0.0180 -3.7802  -0.199
H 5.1266 0.2518 -4.1371  0.386
H 3.8909 1.3263 -4.8679  0.289
H -2.0144 -3.6316 1.5912  0.885
H -1.6157 -2.0754 2.2222  0.116
H -0.0197 -1.9510 3.6652  0.247
H 0.6838 -3.4822 4.1822  0.475
H 2.3675 -3.4028 2.4390  0.475
H 1.8782 -1.7967 1.9353  -0.143
H 4.6451 -1.6875 4.4103  0.424
H 4.4104 -2.9697 3.2372  0.213
H 3.8723 -0.0697 2.4919  0.070
H 4.2834 -1.3901 1.4183  0.311
H 5.9895 -0.2680 0.5329  0.277
H 7.3893 0.1043 1.5063  0.369
H 7.9544 -1.8643 0.2506  0.416
H 7.7852 -2.3292 1.9339  0.262
H 6.5133 -2.7319 0.7553  0.253
H 0.8025 -3.9045 0.1538  0.773
H -0.7645 -4.6119 -0.1864  0.600
H -0.5437 -3.3748 -2.5401  0.631
H 0.6830 -5.5979 -1.4787  0.436
H 2.0115 -3.5015 -3.0136  0.460
H 2.2422 -3.0497 -1.3323  0.073
H 1.7101 -0.9543 -1.8564  -0.277
H 0.4284 -1.3468 -2.7988  -0.054
H -2.3911 -3.3493 -1.1140  1.090
H -4.7337 -1.8757 -1.2762  0.223
H -5.3200 -2.2889 0.3319  0.339
H -4.5070 -3.5108 -0.6491  0.450
C 2.2065 -1.7970 8.8996  -1.126
C 1.6512 -0.7932 7.9204  0.857
C 2.5734 -0.3215 6.8262  -0.642
O 0.5138 -0.3853 8.0114  -0.613
H 1.4395 -2.0497 9.6291  0.314
H 2.5124 -2.7036 8.3747  0.353
H 3.0661 -1.3693 9.4187  0.269
H 2.8883 -1.1661 6.2124  -0.022
H 3.4482 0.1648 7.2625  0.337
H 2.0468 0.3924 6.1959  0.281
C 2.5999 7.4520 -4.9049  -1.269
C 1.7003 6.2416 -4.8239  0.833
C 0.3112 6.4298 -4.2630  -0.818
O 2.0616 5.1451 -5.1841  -0.526
H 3.5618 7.1632 -5.3232  0.327
H 2.1457 8.2115 -5.5430  0.339
H 2.7539 7.8709 -3.9091  0.330
H -0.2456 7.1497 -4.8670  0.467
H 0.3622 6.7863 -3.2339  0.210
H -0.2086 5.4768 -4.2745  0.077
C -5.2329 2.1856 4.6812  -1.042
C -4.0489 3.0292 4.2755  0.846
C -3.5815 4.0689 5.2647  -1.229
O -3.4969 2.8785 3.2090  -0.410
H -5.4695 1.4773 3.8904  0.163
H -5.0050 1.6328 5.5938  0.326
H -6.1012 2.8213 4.8611  0.390
H -3.2878 3.5895 6.1996  0.347
H -4.3844 4.7794 5.4672  0.352
H -2.7271 4.6027 4.8542  0.283
C -7.0660 -5.5149 -2.6159  -1.038
C -7.6346 -4.8578 -1.3817  0.788
C -9.0564 -5.2063 -1.0165  -1.149
O -6.9806 -4.0875 -0.7164  -0.457
H -6.0416 -5.1818 -2.7678  0.228
H -7.0754 -6.5997 -2.5000  0.331
H -7.6613 -5.2472 -3.4901  0.331
H -9.1442 -6.2790 -0.8377  0.329
H -9.7299 -4.9262 -1.8279  0.339
H -9.3417 -4.6697 -0.1147  0.291
C -5.8093 2.5645 -4.3356  -1.395
C -4.6412 2.0187 -3.5469  0.738
C -4.9336 0.8952 -2.5810  -0.488
O -3.5257 2.4620 -3.6821  -0.431
H -5.4645 3.3633 -4.9883  0.337
H -6.2533 1.7736 -4.9424  0.360
H -6.5676 2.9586 -3.6569  0.344
H -5.3434 0.0371 -3.1174  0.492
H -5.6559 1.2275 -1.8321  0.372
H -4.0100 0.5991 -2.0880  -0.267
C -2.7236 3.7205 -0.6072  -0.034
C -1.6967 4.7935 -0.8731  0.642
C -1.4449 5.7900 0.2338  -1.467
O -1.1009 4.8498 -1.9249  -0.388
H -2.8031 3.0743 -1.4805  -0.225
H -2.4321 3.1191 0.2566  -0.396
H -3.6953 4.1763 -0.4064  0.688
H -1.0966 5.2716 1.1288  0.288
H -2.3651 6.3267 0.4699  0.442
H -0.6868 6.5035 -0.0832  0.342
C -4.5025 -3.3746 5.5676  -1.165
C -5.0482 -2.2936 4.6653  0.533
C -4.1809 -1.8765 3.5039  -0.329
O -6.1275 -1.7854 4.8654  -0.580
H -5.2178 -3.5816 6.3603  0.341
H -4.3289 -4.2870 4.9947  0.338
H -3.5599 -3.0503 6.0118  0.299
H -3.9957 -2.7264 2.8457  0.141
H -3.2284 -1.4876 3.8695  0.287
H -4.6838 -1.0972 2.9357  0.106
C 5.0190 3.3023 9.8458  -1.174
C 4.0479 2.1567 9.9941  0.870
C 2.6711 2.4897 10.5147  -1.088
O 4.3582 1.0232 9.7076  -0.521
H 5.9662 2.9286 9.4639  0.309
H 4.6198 4.0424 9.1506  0.322
H 5.1859 3.7784 10.8132  0.340
H 2.1798 3.1977 9.8456  0.316
H 2.7449 2.9334 11.5089  0.381
H 2.0732 1.5826 10.5716  0.242
C 4.5398 -3.9792 -10.5915  -1.137
C 4.1774 -2.7369 -9.8109  0.862
C 5.2795 -2.0959 -9.0030  -0.872
O 3.0580 -2.2820 -9.8342  -0.542
H 3.6640 -4.3401 -11.1261  0.311
H 5.3293 -3.7526 -11.3098  0.319
H 4.8908 -4.7579 -9.9127  0.317
H 6.0950 -1.7941 -9.6629  0.376
H 5.6563 -2.8012 -8.2609  0.307
H 4.8914 -1.2188 -8.4921  0.105

Properties
Strongest force on any atom: 0.03482 Eh/bohr
LUMO level: 0.41 eV
Gap between HOMO and LUMO: 8.92 eV
E_tot: -3800.4333 hartree
SMILES string: C#C[C@H](CCCCCCCCCOC)O[C@](COCCOCCOCC)(C[C@H](O)CN)[C@H](Cl)OC.CC(C)=O.CC(C)=O.CC(C)=O.CC(C)=O.CC(C)=O.CC(C)=O.CC(C)=O.CC(C)=O.CC(C)=O

---

A cluster of 4 separate species, C2H14N2O3 in total. Source: the OMol25 dataset; level of theory: ωB97M-V with the def2-TZVPD basis set.

Last column: Mulliken charge in e.
Atoms and positions in Å:
N -0.9804 -1.5272 -0.4692  -0.549
C 0.3944 -1.5434 -0.0020  -0.607
C 0.9059 -0.1250 0.3107  -0.111
N 0.8384 0.7331 -0.8788  -0.548
H -1.2867 -2.4901 -0.5593  0.239
H -1.0293 -1.1703 -1.4183  0.228
H 1.1737 -1.9307 -0.6801  0.272
H 0.5377 -2.1341 0.8994  0.418
H 0.3689 0.2850 1.1745  -0.091
H 1.9507 -0.1313 0.6303  0.362
H -0.0063 0.5510 -1.3703  0.195
H 0.9239 1.6982 -0.6642  0.196
O 0.8774 -0.6828 -3.9109  -0.676
H 1.2586 -0.0833 -4.5695  0.313
H 1.1391 -0.4374 -3.0105  0.363
O 0.0448 1.8850 3.1404  -0.624
H -0.4298 1.9503 3.9518  0.302
H 0.1514 2.6933 2.6525  0.319
O -2.5406 1.0916 1.7120  -0.680
H -1.5779 1.1590 1.6896  0.356
H -2.7140 0.2090 1.3718  0.323

Properties
Strongest force on any atom: 0.04081 Eh/bohr
LUMO level: 0.66 eV
Gap between HOMO and LUMO: 10.13 eV
E_tot: -419.8069 hartree
Energy relative to the best compared isomer or geometry (same formula, charge and spin): 20.7 kcal/mol
SMILES string: NCCN.O.O.O

---

A cluster of 2 separate species, C18H18N3 in total. Source: the OMol25 dataset; level of theory: ωB97M-V with the def2-TZVPD basis set.

Last column: Mulliken charge in e.
Atoms and positions in Å:
C -2.0257 0.6514 1.6309  -1.386
C -1.5105 0.8554 0.2927  0.546
N -1.1487 -0.1437 -0.4956  0.427
C -1.0229 -0.0470 -1.8988  0.299
C -1.5106 0.9542 -2.7190  -0.525
C -1.3526 0.7638 -4.1058  -0.725
C -0.7273 -0.3910 -4.6123  -0.682
C -0.2940 -1.4182 -3.7615  -0.402
C -0.4733 -1.2470 -2.3895  0.508
C -0.2382 -2.1094 -1.2638  0.244
C -0.6761 -1.4294 -0.1011  0.749
C -0.5835 -1.9847 1.1591  -0.401
C -0.0405 -3.2816 1.2512  -0.870
C 0.4270 -3.9582 0.1093  -0.666
C 0.3260 -3.3797 -1.1638  -0.504
H -2.6490 1.5218 1.8498  0.358
H -2.5805 -0.2740 1.8099  0.495
H -1.1867 0.7025 2.3226  0.085
H -1.5975 1.8327 -0.1811  0.394
H -2.0103 1.8098 -2.2777  0.364
H -1.7197 1.5229 -4.7946  0.397
H -0.5748 -0.4872 -5.6880  0.396
H 0.1854 -2.3319 -4.1086  0.417
H -0.9323 -1.4474 2.0341  0.308
H 0.0158 -3.7650 2.2266  0.413
H 0.8841 -4.9445 0.2146  0.392
H 0.6771 -3.8462 -2.0833  0.417
C 2.3518 2.4482 0.4234  -1.076
C 1.8055 2.1444 1.7537  0.388
N 0.6352 1.6210 2.0644  -0.106
C 0.5800 1.5529 3.4493  -0.378
C 1.7566 2.0383 3.9856  -0.619
N 2.5223 2.4102 2.8913  -0.075
H 1.5679 2.2746 -0.3178  0.173
H 2.6768 3.4963 0.3761  0.359
H 3.2069 1.7922 0.2085  0.304
H -0.2870 1.1755 3.9860  0.376
H 2.0572 2.1283 5.0157  0.395
H 3.4659 2.7897 2.9073  0.210

Properties
Strongest force on any atom: 0.04694 Eh/bohr
LUMO level: -4.38 eV
Total charge: +1
Gap between HOMO and LUMO: 7.16 eV
E_tot: -860.7543 hartree
Energy relative to the best compared isomer or geometry (same formula, charge and spin): 21.5 kcal/mol

---

A structure of composition C4H3FINO. Source: the OMol25 dataset; level of theory: ωB97M-V with the def2-TZVPD basis set.

Last column: Mulliken charge in e.
Atoms and positions in Å:
C -1.4409 1.8926 0.1071  0.191
C -0.4305 1.1803 0.7238  0.589
C 1.1710 -0.8883 -0.0659  -1.148
C -0.1405 -0.4546 -0.3581  0.225
N -2.0764 2.3137 -0.7661  -0.321
O 0.3310 1.3455 1.6095  -0.419
F -0.2209 -0.1910 -1.6278  -0.240
I -1.7310 -1.8677 0.3400  0.057
H 1.4815 -1.6487 -0.8372  0.349
H 1.0849 -1.4986 0.7673  0.401
H 1.9717 -0.1832 0.1074  0.318

Properties
Strongest force on any atom: 0.10205 Eh/bohr
LUMO level: -1.00 eV
Gap between HOMO and LUMO: 8.65 eV
E_tot: -681.6716 hartree
Energy relative to the best compared isomer or geometry (same formula, charge and spin): 38.3 kcal/mol

---

A structure of composition C4H7N. Source: the OMol25 dataset; level of theory: ωB97M-V with the def2-TZVPD basis set.

Last column: Mulliken charge in e.
Atoms and positions in Å:
C -0.9511 0.4168 -0.2312  -0.053
C -0.1320 -0.4766 -0.9704  -0.490
N -1.6403 -0.0235 0.9103  -0.505
C 1.8769 -0.4942 -0.2377  -0.670
C 2.6799 0.0149 0.5288  -0.189
H -2.3090 -0.7652 0.7603  0.190
H -2.0042 0.7062 1.5014  0.222
H -1.1745 1.3868 -0.6697  0.394
H 0.3068 0.4750 -0.0076  0.160
H 0.1802 -0.1892 -1.9619  0.297
H -0.2183 -1.5382 -0.7927  0.260
H 3.3856 0.4872 1.1704  0.384

Properties
Strongest force on any atom: 0.03624 Eh/bohr
LUMO level: 0.53 eV
Gap between HOMO and LUMO: 8.87 eV
E_tot: -211.1240 hartree
Energy relative to the best compared isomer or geometry (same formula, charge and spin): 148.5 kcal/mol

---

Which value of gap between HOMO and LUMO does entry 2 give? 8.92 eV

---

Among the records above, which one has the highest E_tot? C4H7N

---

The highest strongest force on any atom belongs to which entry? C4H3FINO

---

LUMO level of number 6 (C4H7N)? 0.53 eV